The following is a DFT calculation (ωB97M-V/def2-TZVPD) of a 7-piece molecular cluster, C25H60FNO7 overall.

XYZ file:
```
94
Properties=species:S:1:pos:R:3:mulliken_charge:R:1
H -1.64282 9.17143 -1.37388 0.383
H -7.05226 2.20067 -0.99483 0.303
H 0.31053 0.31795 -1.41738 0.080
O 0.03009 6.26171 -1.02480 -0.523
H 1.90391 -1.18268 -6.43659 0.378
C 1.90810 -2.01030 -5.72594 -1.206
H -5.64856 2.89000 -4.42748 0.416
H 5.22618 -2.94200 -6.10640 0.320
H 0.77742 -6.78750 3.26007 0.231
H -1.20611 3.99462 -0.52497 -0.642
C 4.80300 -0.80050 4.48397 -1.446
H 1.26086 -5.50314 5.31615 0.274
H 3.29823 -3.82335 -0.87420 0.443
H -4.38516 3.49165 -1.12905 0.274
O -5.15482 4.05060 -1.29987 -0.549
F -2.13798 1.01176 1.96068 -0.310
C -1.12145 -7.56970 3.87645 -1.357
C 3.32236 -2.34591 -5.28251 0.472
H -0.74266 -8.51937 4.25673 0.375
H 0.76129 3.05639 -0.84007 0.518
H 5.19288 -1.80863 4.63062 0.370
H -1.46405 7.08850 0.01500 0.260
H 0.36706 6.22537 -1.92710 0.340
H -6.73533 4.12339 -2.52241 0.311
H -3.03597 1.90396 -0.14903 0.372
H -4.69334 4.29177 -3.91145 0.265
C -0.77183 8.51696 -1.42633 -1.448
H -0.95694 0.57573 3.51385 0.319
H 4.27029 -1.90614 -7.18024 0.375
C 0.12520 2.30214 -0.37633 0.407
H 2.94083 -1.39450 3.60181 -0.034
H -1.47672 -7.71757 2.85726 0.328
C 0.24486 0.70248 1.71844 0.730
C -6.45164 2.08854 -1.89730 -1.206
H 0.30881 -4.48270 -0.18440 0.316
C 2.52849 -3.08802 -1.11373 -1.579
O -2.34470 0.04785 -1.61633 -0.712
H 2.23070 -2.36762 0.88753 -0.161
H 0.00474 8.91473 -0.77366 0.331
H 0.11326 -2.12233 -0.94506 0.258
H 1.79129 1.25791 0.37544 0.368
H 5.16265 -0.17695 5.30780 0.360
H -5.62684 1.40283 -1.68212 0.241
C 4.21788 -2.71707 -6.45254 -1.345
H -1.97215 -7.27325 4.49703 0.353
H -4.21097 2.65850 -3.42289 0.171
C -0.89584 1.16361 2.59865 -0.659
H -2.48426 5.50251 -1.59894 0.080
O 3.31426 -3.37871 -4.29766 -0.498
C -0.04699 -6.49595 3.91525 0.558
C 0.91416 1.74277 0.81227 -1.342
H -0.09004 -0.14945 1.12465 -0.059
H -1.26133 -4.96457 3.88507 0.295
H -1.47569 3.11050 0.96192 0.351
H -7.06935 1.63658 -2.67497 0.395
O -0.52370 -5.27685 3.34884 -0.464
C -5.90570 3.43483 -2.34456 0.432
H 1.66700 -4.81172 0.89800 0.394
C -1.13208 7.09650 -1.02570 0.446
H -0.32139 -5.93770 5.98000 0.363
N -2.26596 2.17965 -0.74656 0.041
H 1.29525 2.56848 1.42016 0.433
H -0.39917 8.53434 -2.45480 0.373
H 2.94858 -4.17376 -4.70153 0.321
C -1.71402 1.03851 -1.31074 0.179
H 3.82384 -3.60147 -6.96190 0.357
C 1.63638 -2.80750 0.08133 1.034
H 3.02175 -2.38544 5.90592 0.353
H 3.05165 1.09046 4.90443 0.289
H -0.08008 1.71206 -2.43873 0.272
O 2.78010 0.50836 4.18605 -0.488
H -0.80999 2.21965 2.86616 0.324
H 1.93907 -3.47893 -1.94637 0.334
C -2.22509 6.51453 -1.90746 -0.931
H -1.88823 6.48065 -2.94839 0.297
C 2.68281 -1.36368 5.72948 -1.301
H 1.29264 -1.73691 -4.86917 0.249
H 1.45118 -2.87587 -6.21472 0.335
H 1.59459 -1.36219 5.67260 0.312
H -3.12973 7.12197 -1.86612 0.391
H 5.20434 -0.40265 3.55251 0.357
C -0.22966 1.26003 -1.45384 -0.424
C 3.28416 -0.80074 4.45281 0.919
H 2.98376 -0.75563 6.58774 0.336
H 0.90362 -7.18743 5.73605 0.378
C -5.06717 3.31382 -3.60715 -1.071
H 3.74887 -1.48622 -4.76036 0.243
C 0.94095 -4.05334 0.59896 -1.376
H 0.31145 -3.82779 1.45734 0.322
H 1.00707 0.31734 2.39872 -0.178
O 0.68060 -1.79152 -0.23769 -0.431
C -1.23488 2.99710 -0.09033 -0.001
H 3.01775 -2.17704 -1.45767 0.348
C 0.48590 -6.26940 5.32046 -1.313
```

Multiplicity: 1
E_HOMO, Ha: -0.337
SMILES string: O=C1C[C@H](CCCF)CN1.CC(C)O.CC(C)O.CC(C)O.CC(C)O.CC(C)O.CC(C)O
HOMO-LUMO gap, eV: 9.801
Relative energy (zero: lowest compared OMol25 entry of this formula, charge and spin), kcal/mol: 0.0
Total charge: 0